# 1
Below is a cluster of 7 separate species, C44H36BrFN2O15P in total, with properties calculated with the ωB97M-V functional and the def2-TZVPD basis.

Computed properties:
strongest force on any atom	0.55	eV/Å
charge	+1
E	-5951.2553	Ha
HOMO level	-0.398	hartree

Last column: Mulliken charge in e.
Geometry (Å):
O: 4.12402 2.90823 -7.43487  -0.625
P: 4.11701 4.13370 -6.64789  0.956
O: 3.36690 4.07067 -5.22631  -0.511
O: 5.52334 4.71648 -6.20774  -0.486
C: 3.30634 5.48803 -7.61226  -1.152
C: 1.96736 5.87344 -7.09244  0.689
C: 0.80529 5.29308 -7.63967  -0.476
N: -0.40831 5.53823 -7.22168  -0.844
N: -0.56369 6.39085 -6.23608  0.813
C: -1.94821 6.59902 -5.75291  -1.142
C: -2.33696 5.63136 -4.63278  -0.151
C: -3.10730 4.39614 -5.09718  -0.424
F: -2.73810 4.05286 -6.39560  -0.307
C: 0.44737 7.03283 -5.65892  0.281
C: 1.75105 6.78548 -6.06489  -0.118
Br: 3.18146 7.65942 -5.23420  -0.083
H: 2.52704 3.59210 -5.27617  0.342
H: 5.50317 5.22890 -5.38905  0.345
H: 3.19304 5.04716 -8.60493  0.440
H: 3.97396 6.34926 -7.65566  0.559
H: 0.87900 4.58895 -8.46068  0.459
H: -1.97449 7.61346 -5.36292  0.499
H: -2.58921 6.54103 -6.62989  0.348
H: -2.92991 6.16873 -3.89314  0.391
H: -1.42109 5.31464 -4.12303  0.316
H: -2.88661 3.54299 -4.45199  0.260
H: -4.18725 4.55996 -5.07341  0.325
H: 0.19213 7.72503 -4.86825  0.281
C: -2.82546 2.12289 -0.06113  -0.311
C: -2.46460 3.26626 -0.63629  -0.385
C: -3.47731 4.22945 -1.13189  0.405
O: -3.14579 5.27140 -1.66529  -0.571
C: -4.90763 3.87925 -0.95822  -0.461
C: -5.27256 2.73687 -0.38269  -0.350
C: -4.25983 1.76825 0.11157  0.372
O: -4.58596 0.72742 0.63554  -0.466
H: -2.10740 1.40181 0.30904  0.441
H: -1.42812 3.55041 -0.76797  0.429
H: -5.62456 4.60363 -1.32349  0.434
H: -6.30866 2.45610 -0.24345  0.446
C: -4.34268 -3.97403 4.03922  -0.419
C: -3.03680 -3.75811 3.90690  -0.010
C: -2.53362 -2.51310 3.27248  0.436
O: -1.33925 -2.32219 3.15453  -0.600
C: -3.52595 -1.52751 2.78433  -0.316
C: -4.83049 -1.74722 2.91627  -0.405
C: -5.34207 -2.98710 3.55948  0.200
O: -6.53207 -3.18312 3.67736  -0.546
H: -4.74318 -4.87167 4.49340  0.449
H: -2.28296 -4.46251 4.23520  0.345
H: -3.13412 -0.63454 2.31693  0.373
H: -5.57585 -1.04606 2.56389  0.443
C: 2.65482 -6.88829 3.44149  -0.212
C: 2.00992 -6.36602 4.48094  -0.378
C: 1.01593 -5.27608 4.30374  0.214
O: 0.43385 -4.80191 5.25546  -0.605
C: 0.76603 -4.79228 2.92030  -0.055
C: 1.41906 -5.31120 1.88366  -0.567
C: 2.41372 -6.39620 2.06056  0.106
O: 3.01217 -6.86886 1.11648  -0.582
H: 3.37237 -7.69031 3.55845  0.659
H: 2.17786 -6.70972 5.49502  0.503
H: 0.02173 -4.01128 2.82742  0.494
H: 1.25518 -4.97857 0.86631  0.439
C: -1.02473 -9.91969 5.12713  -0.520
C: -0.75741 -8.73079 4.59479  -0.172
C: -1.84561 -7.80181 4.20234  0.497
O: -1.59876 -6.71562 3.71697  -0.401
C: -3.24363 -8.24632 4.42221  -0.356
C: -3.51308 -9.43492 4.95391  -0.457
C: -2.42396 -10.36673 5.35057  0.251
O: -2.67036 -11.44780 5.83559  -0.535
H: -0.24990 -10.61562 5.42249  0.447
H: 0.25294 -8.38234 4.42212  0.425
H: -4.01923 -7.55292 4.12147  0.404
H: -4.52329 -9.78485 5.12359  0.427
C: 1.24127 10.73244 -2.09242  -0.549
C: 0.44921 9.75566 -2.52162  -0.091
C: -1.02233 9.89858 -2.54048  0.438
O: -1.71174 8.99968 -2.98895  -0.499
C: -1.60297 11.16006 -2.03594  -0.338
C: -0.82069 12.13960 -1.58873  -0.398
C: 0.66176 12.00941 -1.58471  0.298
O: 1.37595 12.89932 -1.19095  -0.506
H: 2.32118 10.65858 -2.07996  0.419
H: 0.83643 8.80780 -2.87288  0.404
H: -2.68243 11.23568 -2.05917  0.437
H: -1.21463 13.07623 -1.21589  0.415
C: 6.23137 -10.02526 6.10135  -0.423
C: 7.56062 -10.06358 6.10251  -0.388
C: 8.36005 -9.05002 5.36695  0.285
O: 9.56996 -9.08184 5.36463  -0.534
C: 7.61620 -7.99291 4.63264  -0.478
C: 6.28706 -7.95536 4.63216  -0.147
C: 5.49099 -8.96934 5.36714  0.573
O: 4.27704 -8.94130 5.37343  -0.486
H: 5.62501 -10.75108 6.62788  0.411
H: 8.12381 -10.82260 6.63013  0.399
H: 8.22094 -7.26628 4.10535  0.421
H: 5.72989 -7.19200 4.10339  0.394

=====

# 2
Below is a cluster of 3 separate species, C20H32Br2O4S in total at a distorted geometry, with properties calculated with the ωB97M-V functional and the def2-TZVPD basis.

Computed properties:
strongest force on any atom	9.87	eV/Å
charge	0
E	-6628.0488	Ha
HOMO level	-0.331	hartree

Last column: natural (NBO) charge in e.
Geometry (Å):
C: 1.84495 -4.09097 0.86104  -0.237
C: 1.52666 -2.76434 1.26268  -0.082
C: 0.88126 -1.37694 1.86134  -0.115
C: 0.40184 -1.50321 3.44996  -0.541
S: -1.19791 -2.44782 3.68848  0.173
C: -1.10246 -4.19491 3.01595  -0.552
C: -1.68184 -4.34298 1.45685  -0.643
C: 2.24980 -0.42766 2.01676  -0.380
Br: 3.97925 -1.34438 2.42511  0.111
C: 2.41972 -0.04884 0.39718  0.783
O: 3.52754 0.25152 -0.29597  -0.564
O: 1.06046 -0.07726 -0.18832  -0.531
C: 0.06402 -0.35447 0.87359  0.063
C: -1.30162 -0.84859 0.11395  -0.232
Br: -1.45832 0.32883 -1.54475  -0.007
C: -2.68994 -0.60958 0.96696  -0.449
C: -2.67670 0.75973 1.89782  -0.652
H: 2.04796 -5.24124 0.61995  0.302
H: 0.18592 -0.38449 3.80396  0.248
H: 1.25036 -1.95919 4.13843  0.260
H: -1.84644 -4.84980 3.68063  0.241
H: -0.04174 -4.70671 3.15227  0.244
H: -2.73572 -3.81357 1.33210  0.214
H: -1.84181 -5.48163 1.14882  0.222
H: -0.95686 -3.88623 0.65931  0.221
H: 2.03574 0.65318 2.45511  0.269
H: 0.07929 0.64679 1.48020  0.221
H: -1.17878 -1.94086 -0.30243  0.262
H: -2.99197 -1.57930 1.59271  0.243
H: -3.56344 -0.49269 0.16247  0.235
H: -2.06809 1.63576 1.37086  0.216
H: -2.11686 0.47175 2.90986  0.207
H: -3.74886 1.16682 2.14768  0.246
C: -4.50515 5.39029 -0.02462  -0.431
C: -4.30598 4.36641 -1.11215  -0.432
C: -4.73509 3.08785 -0.42600  -0.068
O: -5.73653 3.44756 0.53568  -0.539
C: -5.74584 4.87538 0.67167  -0.068
H: -4.61842 6.41133 -0.39762  0.219
H: -3.65329 5.36924 0.66547  0.199
H: -4.97641 4.58270 -1.95229  0.202
H: -3.28268 4.32321 -1.49359  0.221
H: -3.90150 2.62829 0.11557  0.165
H: -5.14377 2.35329 -1.12590  0.186
H: -6.65539 5.25072 0.19016  0.165
H: -5.77518 5.14476 1.73103  0.183
C: 6.33048 0.54713 -3.81391  -0.430
C: 5.55118 -0.25692 -2.80548  -0.438
C: 4.64405 -1.08265 -3.69144  -0.066
O: 5.34977 -1.30155 -4.92073  -0.541
C: 6.49776 -0.44208 -4.94649  -0.067
H: 7.28298 0.92471 -3.43357  0.214
H: 5.73155 1.40204 -4.14971  0.199
H: 6.23076 -0.91436 -2.25048  0.196
H: 5.00238 0.35453 -2.08473  0.246
H: 3.72071 -0.54322 -3.92769  0.166
H: 4.38096 -2.04439 -3.24167  0.182
H: 7.38574 -1.06654 -4.79962  0.161
H: 6.57156 0.04554 -5.92243  0.180

=====

# 3
Below is a cluster of 2 separate species, C2H7ClNS in total at a distorted geometry, with properties calculated with the ωB97M-V functional and the def2-TZVPD basis.

Computed properties:
strongest force on any atom	3.08	eV/Å
charge	+1
E	-993.1655	Ha
HOMO level	-0.514	hartree
energy relative to the best compared isomer or geometry (same formula, charge and spin)	2.517	eV

Last column: natural (NBO) charge in e.
Geometry (Å):
C: 0.10503 0.63995 0.87448  -0.378
C: -1.28482 1.13443 0.58617  0.105
N: 1.15286 0.75856 -0.05654  -0.818
S: -2.01583 -1.59332 -0.03277  -0.195
Cl: -1.61787 1.95715 -0.84863  0.263
H: 0.59064 1.26167 1.76682  0.327
H: -0.04551 -0.40580 1.22176  0.277
H: -1.94608 1.16760 1.49967  0.273
H: 0.93414 1.26957 -0.93822  0.393
H: -1.52362 -2.15454 1.02327  0.156
H: 1.63706 -0.15367 -0.28728  0.409
H: -3.26364 -1.99682 -0.04809  0.190

=====

# 4
Below is a cluster of 3 separate species, C21H36N2O3 in total at a distorted geometry, with properties calculated with the ωB97M-V functional and the def2-TZVPD basis.

Computed properties:
strongest force on any atom	6.09	eV/Å
charge	0
E	-1156.7226	Ha
HOMO level	-0.315	hartree
energy relative to the best compared isomer or geometry (same formula, charge and spin)	9.976	eV

Last column: natural (NBO) charge in e.
Geometry (Å):
C: 8.56447 1.87376 0.37635  -0.271
O: 8.16321 2.66768 -0.77137  -0.558
C: 6.81607 3.18433 -0.60353  -0.066
C: 5.77707 2.05411 -1.09873  -0.444
C: 4.91495 2.64359 -2.34048  -0.407
C: 3.35314 2.57301 -1.94033  -0.413
C: 2.83606 4.03691 -1.45863  -0.408
C: 2.21092 3.96296 0.04976  -0.448
C: 0.69914 3.41834 -0.14273  0.200
C: -0.51729 4.36807 0.07013  -0.015
N: -1.89780 4.03079 -0.06120  -0.357
C: -1.99556 2.65592 -0.47648  0.101
C: -3.45893 2.08497 -0.70579  -0.209
C: -3.72459 0.61752 -1.15378  -0.231
C: -2.52036 -0.36894 -1.40894  -0.210
C: -1.09752 0.18141 -1.15446  -0.217
C: -0.82062 1.67419 -0.70018  0.125
N: 0.55702 2.04684 -0.50973  -0.409
H: 8.86970 0.82748 -0.00567  0.187
H: 7.75193 1.76008 1.17183  0.178
H: 9.48229 2.37880 0.85148  0.188
H: 6.75424 4.17235 -1.18229  0.191
H: 6.55518 3.43336 0.49390  0.165
H: 6.31164 1.10005 -1.46928  0.227
H: 5.11869 1.73401 -0.21655  0.201
H: 5.08743 2.00681 -3.29292  0.212
H: 5.18013 3.72234 -2.61489  0.201
H: 2.76827 2.17286 -2.84425  0.215
H: 3.13254 1.83189 -1.07784  0.217
H: 3.61619 4.86421 -1.58088  0.212
H: 1.95435 4.30812 -2.15414  0.215
H: 2.78331 3.12272 0.60598  0.228
H: 2.26475 4.95811 0.60512  0.228
H: -0.28039 5.45797 0.37080  0.213
H: -4.40323 2.73484 -0.56676  0.241
H: -4.77466 0.21197 -1.33680  0.235
H: -2.63479 -1.45077 -1.76562  0.244
H: -0.18114 -0.50140 -1.32327  0.237
C: -3.36535 -0.27444 2.48140  -0.636
C: -3.89725 -1.69840 2.49772  0.094
C: -3.80945 -2.30672 3.88865  -0.629
O: -3.14552 -2.49557 1.58316  -0.733
H: -2.31052 -0.24732 2.77455  0.197
H: -3.42367 0.14563 1.47420  0.232
H: -3.93261 0.36695 3.16113  0.210
H: -4.93696 -1.70642 2.15805  0.176
H: -2.77028 -2.35074 4.23073  0.197
H: -4.18427 -3.33420 3.88299  0.215
H: -4.39007 -1.72669 4.61057  0.212
H: -2.22378 -2.49477 1.87485  0.463
C: -4.73439 -6.83096 0.76514  -0.630
C: -4.68105 -6.20152 -0.61808  0.095
C: -3.25334 -6.12333 -1.13584  -0.630
O: -5.23777 -4.89059 -0.56390  -0.726
H: -4.16562 -6.23582 1.48708  0.201
H: -5.76466 -6.87019 1.12956  0.217
H: -4.32870 -7.84611 0.75320  0.207
H: -5.29215 -6.78603 -1.31172  0.173
H: -2.63352 -5.50375 -0.47956  0.201
H: -3.22880 -5.65856 -2.12544  0.215
H: -2.80319 -7.11723 -1.20493  0.207
H: -4.70288 -4.36448 0.04869  0.470

=====

# 5
Below is a cluster of 2 separate species, C7H16N2O2 in total at a distorted geometry, with properties calculated with the ωB97M-V functional and the def2-TZVPD basis.

Computed properties:
strongest force on any atom	3.34	eV/Å
charge	0
E	-536.0808	Ha
HOMO level	-0.280	hartree
energy relative to the best compared isomer or geometry (same formula, charge and spin)	6.514	eV

Last column: natural (NBO) charge in e.
Geometry (Å):
C: -1.15055 0.50167 -2.72281  0.197
C: 1.91261 1.77213 -0.03916  -0.608
C: -0.94123 -1.56775 2.67083  -0.595
C: 0.76338 1.40832 0.90158  -0.464
C: -0.19826 -0.22798 2.73979  -0.490
C: -1.52897 -0.38530 -1.59110  -0.466
C: 0.48116 -0.03091 1.39957  0.385
N: -0.47198 -0.80292 -2.49658  -0.173
N: 0.90132 -0.98872 0.59415  -0.735
O: 1.01852 -0.93629 -2.30189  -0.610
O: -1.80721 0.75156 -3.87246  -0.694
H: -0.35843 1.23448 -2.69296  0.161
H: 1.89595 2.76921 -0.46853  0.222
H: 2.74125 1.44821 0.48706  0.210
H: 1.90455 1.15087 -0.90462  0.218
H: -0.10525 -2.39021 2.42724  0.196
H: -1.51827 -1.55618 1.75724  0.218
H: -1.56722 -1.64325 3.56174  0.224
H: 0.76197 2.07519 1.70037  0.209
H: -0.16145 1.68662 0.40554  0.224
H: 0.65373 -0.45962 3.46177  0.234
H: -0.76196 0.60842 3.06833  0.227
H: -1.19912 -0.09113 -0.64020  0.174
H: -0.63485 -1.63896 -3.09993  0.395
H: -2.63325 0.20390 -3.93966  0.479
H: 0.86792 -1.99453 0.91767  0.358
H: 1.13567 -0.89684 -1.32297  0.504